The molecule C4H7NOS at a distorted geometry. Source: the OMol25 dataset; level of theory: wB97M-V/def2-TZVPD.

As for the relative energy (zero: lowest compared OMol25 entry of this formula, charge and spin): 183.0 kJ/mol. Its HOMO-LUMO gap is 10.01 eV. Its SMILES is O=C[C@H]1NC[C@H]1S.

Atoms and positions in Å:
O 2.05 -1.36 -0.67
C 1.03 -1.36 0.02
C 0.59 -0.08 0.69
N 1.11 1.12 -0.05
C -0.18 1.26 -0.70
C -0.88 0.33 0.32
S -2.16 -0.75 -0.38
H 0.42 -2.28 0.27
H 0.76 -0.09 1.75
H 1.81 0.82 -0.69
H -0.59 2.24 -0.73
H -0.21 0.81 -1.68
H -1.35 0.84 1.16
H -2.39 -1.51 0.71


A cluster of 2 separate species, H2O4P2 in total at a distorted geometry. Source: the OMol25 dataset; level of theory: wB97M-V/def2-TZVPD.

As for the relative energy (zero: lowest compared OMol25 entry of this formula, charge and spin): 146.5 kJ/mol. Its HOMO-LUMO gap is 7.12 eV. Its charge is -2.

Atoms and positions in Å:
O -1.76 -1.84 -1.31
O -2.16 1.52 1.26
O -1.91 -1.93 1.20
O -2.16 1.61 -1.22
P -1.48 -1.18 -0.01
P -1.49 1.06 -0.01
H 0.72 -0.71 0.03
H -0.14 0.93 0.21


A cluster of 6 separate species, C55H65Cl2N9O15 in total at a distorted geometry. Source: the OMol25 dataset; level of theory: wB97M-V/def2-TZVPD.

Its HOMO-LUMO gap is 5.66 eV.

Atoms and positions in Å:
C 4.96 7.24 -1.87
C 3.72 6.54 -1.77
C 2.24 5.81 -1.48
C 2.25 4.32 -2.16
N 2.66 3.20 -1.18
C 3.96 3.42 -0.44
C 4.63 1.91 -0.23
C 6.03 1.71 -1.07
Cl 6.13 -0.12 -1.52
C 1.38 3.14 -0.32
N 1.23 3.17 1.04
C -0.11 3.15 1.75
C 0.15 3.08 3.39
O 1.13 3.72 4.03
Cl -1.02 2.01 4.42
N 0.32 3.11 -1.40
C -0.57 1.89 -1.48
C 0.19 0.46 -1.15
C -0.20 -0.20 0.30
C 1.12 -0.13 1.31
N 1.44 -1.50 1.94
C 2.14 -1.21 3.27
C 2.51 -2.18 1.08
C 4.13 -2.08 1.35
O 2.11 -2.91 0.00
C 0.88 3.64 -2.74
C -0.37 4.54 -3.27
C -0.03 5.83 -4.20
C 1.22 5.67 -5.23
C 2.41 6.83 -5.04
C 3.89 6.18 -5.34
O 4.50 6.81 -6.55
C 5.95 6.50 -6.60
C 1.18 2.36 -3.77
O 2.38 1.76 -3.87
O 0.12 1.83 -4.70
H 5.76 8.12 -1.91
H 1.45 6.56 -1.90
H 2.13 5.82 -0.31
H 3.09 4.27 -2.97
H 3.86 3.95 0.60
H 4.75 4.03 -1.08
H 4.78 1.68 0.91
H 3.87 1.09 -0.64
H 6.95 2.02 -0.39
H 6.06 2.29 -2.11
H 2.09 3.22 1.65
H -0.73 4.16 1.59
H -0.80 2.25 1.49
H -1.37 2.02 -0.60
H -1.23 1.84 -2.47
H 1.36 0.53 -1.30
H -0.20 -0.30 -1.98
H -1.18 0.21 0.79
H -0.37 -1.37 0.10
H 0.98 0.62 2.20
H 2.11 0.19 0.74
H 1.34 -0.80 4.04
H 2.65 -2.16 3.74
H 2.92 -0.32 3.14
H 4.77 -2.62 0.52
H 4.52 -0.95 1.38
H 4.46 -2.55 2.38
H -0.94 4.95 -2.30
H -1.21 3.91 -3.84
H 0.12 6.85 -3.60
H -1.00 6.03 -4.87
H 1.75 4.63 -5.26
H 0.81 5.86 -6.34
H 2.31 7.39 -4.02
H 2.24 7.65 -5.88
H 3.87 5.01 -5.58
H 4.68 6.32 -4.48
H 6.17 5.34 -6.72
H 6.51 6.87 -5.62
H 6.48 7.07 -7.49
C 7.82 -3.37 0.93
C 8.23 -2.04 0.82
C 9.25 -1.55 1.63
C 9.87 -2.40 2.56
C 9.46 -3.74 2.68
C 8.44 -4.22 1.86
N 10.96 -1.89 3.40
O 11.28 -0.70 3.27
O 11.50 -2.69 4.18
H 7.03 -3.75 0.29
H 7.74 -1.39 0.10
H 9.55 -0.51 1.53
H 9.93 -4.41 3.39
H 8.11 -5.25 1.95
C -1.74 -5.01 -4.70
C -3.04 -4.53 -4.58
C -3.37 -3.62 -3.57
C -2.38 -3.20 -2.68
C -1.07 -3.69 -2.79
C -0.75 -4.60 -3.80
N -2.71 -2.23 -1.63
O -3.88 -1.83 -1.56
O -1.79 -1.85 -0.88
H -1.49 -5.71 -5.49
H -3.81 -4.86 -5.29
H -4.39 -3.25 -3.50
H -0.29 -3.37 -2.10
H 0.26 -4.98 -3.89
C -3.86 3.63 5.89
C -5.16 4.12 6.00
C -5.49 5.02 7.01
C -4.49 5.44 7.91
C -3.18 4.95 7.80
C -2.87 4.05 6.79
N -4.82 6.41 8.96
O -6.00 6.81 9.03
O -3.91 6.79 9.71
H -3.60 2.93 5.10
H -5.92 3.79 5.30
H -6.51 5.39 7.09
H -2.40 5.27 8.49
H -1.86 3.66 6.70
C -7.11 -8.66 -1.07
C -6.37 -7.51 -0.78
C -5.20 -7.24 -1.48
C -4.77 -8.13 -2.47
C -5.50 -9.29 -2.76
C -6.68 -9.55 -2.05
N -3.54 -7.84 -3.23
O -2.91 -6.81 -2.93
O -3.21 -8.63 -4.12
H -8.03 -8.87 -0.52
H -6.72 -6.83 -0.01
H -4.63 -6.34 -1.24
H -5.18 -9.99 -3.53
H -7.25 -10.45 -2.27
C -9.00 -4.92 4.89
C -8.11 -5.88 4.40
C -8.42 -6.61 3.26
C -9.64 -6.37 2.60
C -10.53 -5.41 3.08
C -10.21 -4.68 4.23
N -9.96 -7.11 1.38
O -9.15 -7.97 0.99
O -11.03 -6.85 0.80
H -8.74 -4.35 5.78
H -7.17 -6.05 4.92
H -7.72 -7.35 2.89
H -11.48 -5.21 2.59
H -10.90 -3.94 4.62


A cluster of 2 separate species, C5H6Br2 in total at a distorted geometry. Source: the OMol25 dataset; level of theory: wB97M-V/def2-TZVPD.

As for the relative energy (zero: lowest compared OMol25 entry of this formula, charge and spin): 353.6 kJ/mol. Its HOMO-LUMO gap is 9.75 eV.

Atoms and positions in Å:
C -2.26 -1.22 0.05
C -0.01 0.56 0.64
C -1.67 -0.74 1.12
C 0.84 0.30 -0.31
C 2.10 1.07 -0.72
Br -1.83 -1.16 2.88
Br 0.72 -1.21 -1.54
H -3.03 -2.08 0.35
H -1.99 -0.78 -0.90
H -0.24 1.53 1.20
H 2.39 1.86 -0.11
H 1.95 1.42 -1.81
H 3.04 0.44 -0.84


A structure of composition C25H36BGe2N6W at a distorted geometry. Source: the OMol25 dataset; level of theory: wB97M-V/def2-TZVPD.

As for the relative energy (zero: lowest compared OMol25 entry of this formula, charge and spin): 242.6 kJ/mol. Its HOMO-LUMO gap is 5.33 eV. Its charge is +3.

Atoms and positions in Å:
W -0.79 1.14 0.09
C 0.12 4.46 2.20
C 0.36 4.19 0.84
N -0.45 3.25 0.41
N -1.24 2.84 1.47
C -0.85 3.59 2.57
B -2.87 2.73 1.24
N -3.14 1.31 1.76
C -4.21 0.81 2.37
C -4.14 -0.58 2.32
C -3.00 -0.86 1.62
N -2.36 0.28 1.28
N -3.04 2.78 -0.29
C -3.86 3.46 -1.09
C -3.72 2.99 -2.39
C -2.77 1.99 -2.31
N -2.37 1.84 -1.04
H 0.61 5.21 2.80
H 1.12 4.61 0.19
H -1.36 3.47 3.52
H -3.45 3.61 1.79
H -4.96 1.46 2.80
H -4.84 -1.29 2.74
H -2.59 -1.82 1.36
H -4.51 4.22 -0.69
H -4.24 3.34 -3.26
H -2.36 1.38 -3.10
C 3.54 2.96 -1.78
C 2.07 2.71 -2.16
Ge 1.35 1.12 -1.31
C 1.42 1.22 0.92
C 2.57 0.30 1.34
C 2.11 -0.57 -1.73
C 1.70 -1.64 -1.04
Ge 0.11 -1.33 0.06
C -0.05 -2.19 1.81
C -0.72 -3.58 1.84
C -1.44 -1.12 -1.28
C -1.43 -2.60 -1.78
C 2.39 -2.94 -0.97
C 1.69 -4.11 -0.68
C 2.34 -5.33 -0.65
C 3.71 -5.38 -0.87
C 4.43 -4.21 -1.13
C 3.78 -3.00 -1.18
H 3.93 3.81 -2.35
H 4.17 2.10 -2.01
H 3.66 3.20 -0.72
H 1.98 2.50 -3.23
H 1.44 3.58 -1.95
H 0.59 1.08 1.68
H 1.72 2.25 1.08
H 2.32 -0.76 1.34
H 2.86 0.58 2.35
H 3.44 0.43 0.69
H 2.96 -0.62 -2.40
H -0.55 -1.50 2.49
H 0.98 -2.28 2.15
H -1.68 -3.61 1.32
H -0.91 -3.85 2.88
H -0.08 -4.34 1.42
H -1.16 -0.51 -2.14
H -2.45 -0.87 -0.98
H -0.50 -2.87 -2.26
H -2.23 -2.67 -2.53
H -1.66 -3.32 -0.99
H 0.62 -4.10 -0.53
H 1.78 -6.24 -0.45
H 4.23 -6.34 -0.84
H 5.50 -4.25 -1.29
H 4.35 -2.09 -1.36


A structure of composition C33H41AsCuN7O3. Source: the OMol25 dataset; level of theory: wB97M-V/def2-TZVPD.

Its expectation value of S² is 0.75. As for the relative energy (zero: lowest compared OMol25 entry of this formula, charge and spin): 37.8 kJ/mol. Its HOMO-LUMO gap (alpha / beta) is 7.94 / 7.31 eV. Its charge is +1. As for the multiplicity: 2.

Atoms and positions in Å:
Cu 0.50 -0.49 0.68
C 0.54 -2.88 2.67
N 0.45 -3.47 4.00
C 1.52 -2.90 4.83
N 1.39 -1.45 4.94
C 1.48 -0.87 3.60
N 0.41 -1.40 2.72
C -0.90 -1.09 3.35
N -1.01 -1.66 4.68
C -0.84 -3.11 4.59
C 0.08 -1.13 5.51
H -0.26 -3.27 2.05
H 1.51 -3.13 2.23
H 2.48 -3.15 4.39
H 1.46 -3.34 5.83
H 2.45 -1.10 3.16
H 1.37 0.21 3.67
H -1.69 -1.49 2.71
H -1.00 -0.01 3.41
H -1.64 -3.52 3.97
H -0.91 -3.54 5.59
H 0.01 -1.56 6.50
H -0.02 -0.04 5.58
C 1.24 0.48 -6.44
C 0.17 1.15 -5.86
C 0.04 1.19 -4.48
C 0.98 0.58 -3.67
C 2.06 -0.09 -4.25
C 2.19 -0.13 -5.63
As 0.94 0.69 -1.70
C -0.34 2.14 -1.59
C -1.71 2.06 -1.71
C -2.48 3.22 -1.63
C -1.86 4.44 -1.41
C -0.48 4.52 -1.27
C 0.30 3.37 -1.38
C 1.77 3.31 -1.31
C 2.62 4.39 -1.09
C 3.99 4.18 -1.05
C 4.52 2.92 -1.25
C 3.68 1.84 -1.47
C 2.31 2.03 -1.49
H 1.34 0.44 -7.52
H -0.56 1.64 -6.48
H -0.79 1.73 -4.04
H 2.80 -0.57 -3.62
H 3.04 -0.64 -6.08
H -2.18 1.10 -1.87
H -3.56 3.17 -1.75
H -2.46 5.34 -1.34
H -0.02 5.48 -1.10
H 2.22 5.39 -0.96
H 4.65 5.02 -0.87
H 5.59 2.77 -1.24
H 4.09 0.84 -1.62
N -1.02 2.26 1.88
C -0.66 3.33 2.61
C 0.71 3.30 2.72
C 1.10 2.16 2.00
N 0.04 1.53 1.50
H -1.94 2.02 1.56
H -1.38 4.03 2.99
H 1.35 3.99 3.24
H 2.08 1.75 1.82
C 3.07 -1.29 0.15
O 2.32 -0.26 0.73
H 4.13 -1.01 0.17
H 2.80 -1.47 -0.91
H 2.96 -2.25 0.69
O -1.48 -1.02 -1.87
C -1.60 -1.71 -0.83
O -1.17 -1.50 0.33
C -2.49 -2.97 -1.02
N -2.83 -3.00 -2.48
C -4.32 -2.95 -2.63
C -4.83 -3.48 -1.30
C -3.84 -2.88 -0.30
H -1.93 -3.86 -0.73
H -2.43 -3.80 -2.96
H -2.32 -2.09 -2.77
H -4.64 -3.52 -3.49
H -4.61 -1.91 -2.76
H -4.78 -4.57 -1.27
H -5.86 -3.19 -1.10
H -3.83 -3.40 0.66
H -4.09 -1.83 -0.11


A cluster of 9 separate species, C3H25NO9 in total at a distorted geometry. Source: the OMol25 dataset; level of theory: wB97M-V/def2-TZVPD.

As for the relative energy (zero: lowest compared OMol25 entry of this formula, charge and spin): 0.0 kJ/mol. Its HOMO-LUMO gap is 9.48 eV. Its SMILES is C[C@H](N)CO.O.O.O.O.O.O.O.O.

Atoms and positions in Å:
C 0.23 -0.79 1.58
C 1.47 -1.35 2.26
N 1.19 -1.62 3.68
C 2.58 -0.33 2.12
O 2.85 -0.38 0.69
H -0.66 -1.41 1.70
H 0.00 0.20 1.95
H 0.35 -0.63 0.50
H 1.70 -2.34 1.86
H 0.41 -2.26 3.82
H 0.92 -0.81 4.23
H 2.30 0.69 2.39
H 3.50 -0.55 2.66
H 3.52 -1.06 0.58
O -3.26 -0.84 -0.47
H -2.78 -1.29 -1.19
H -4.21 -0.94 -0.47
O -0.81 2.35 0.78
H -1.65 2.21 0.29
H -1.10 2.92 1.50
O 0.65 2.98 -1.55
H 0.33 3.07 -0.65
H 1.11 2.13 -1.61
O 1.27 -2.76 -1.39
H 1.93 -3.20 -1.94
H 1.24 -3.03 -0.47
O -3.31 2.00 -0.46
H -3.01 2.17 -1.38
H -3.18 1.03 -0.40
O -1.93 2.25 -2.81
H -1.37 2.78 -2.22
H -1.33 1.71 -3.32
O -1.24 -1.07 -2.56
H -0.96 -0.15 -2.62
H -0.54 -1.59 -2.17
O 1.02 0.21 -1.82
H 1.18 0.13 -0.87
H 1.61 -0.43 -2.22


A structure of composition C45H41N3O7P2S2Ti at a distorted geometry. Source: the OMol25 dataset; level of theory: wB97M-V/def2-TZVPD.

Its expectation value of S² is 0.77. As for the relative energy (zero: lowest compared OMol25 entry of this formula, charge and spin): 183.2 kJ/mol. Its HOMO-LUMO gap (alpha / beta) is 3.99 / 5.92 eV. Its charge is -1. As for the multiplicity: 2.

Atoms and positions in Å:
Ti 0.61 -1.17 0.59
O 4.10 -1.47 -1.22
C 2.96 -1.68 -0.78
O 2.29 -0.84 -0.05
C 2.18 -2.90 -1.03
C 2.48 -4.04 -1.76
C 1.52 -5.04 -1.88
C 0.27 -4.89 -1.24
C 0.04 -3.74 -0.52
N 0.96 -2.77 -0.42
C -1.18 -3.31 0.27
O -2.18 -3.99 0.38
O -1.00 -2.12 0.75
H 3.45 -4.12 -2.22
H 1.73 -5.92 -2.46
H -0.49 -5.65 -1.32
S 0.14 -0.37 -2.66
P -1.14 0.36 -1.34
C -0.30 0.63 0.14
P -0.81 1.40 1.63
S 0.56 2.71 2.16
C -2.45 2.26 1.67
C -2.53 3.57 2.12
C -3.75 4.23 2.18
C -4.90 3.58 1.78
C -4.83 2.27 1.32
C -3.61 1.62 1.27
C -1.13 0.22 3.02
C -0.33 0.27 4.17
C -0.48 -0.68 5.16
C -1.43 -1.69 5.02
C -2.24 -1.73 3.90
C -2.08 -0.78 2.90
C -2.72 -0.57 -1.66
C -3.96 0.08 -1.62
C -5.11 -0.60 -1.94
C -5.05 -1.94 -2.32
C -3.83 -2.58 -2.37
C -2.67 -1.90 -2.04
C -1.69 1.99 -2.04
C -2.05 2.09 -3.38
C -2.36 3.32 -3.92
C -2.31 4.46 -3.13
C -1.94 4.37 -1.80
C -1.61 3.13 -1.27
H -1.62 4.09 2.42
H -3.79 5.25 2.54
H -5.85 4.09 1.80
H -5.73 1.75 1.02
H -3.55 0.61 0.89
H 0.43 1.03 4.25
H 0.16 -0.66 6.03
H -1.53 -2.45 5.79
H -2.97 -2.51 3.78
H -2.70 -0.85 2.02
H -4.00 1.12 -1.35
H -6.06 -0.09 -1.92
H -5.96 -2.47 -2.59
H -3.77 -3.62 -2.67
H -1.70 -2.39 -2.13
H -2.07 1.20 -3.99
H -2.64 3.40 -4.96
H -2.55 5.43 -3.56
H -1.90 5.25 -1.17
H -1.29 3.05 -0.24
C 2.37 4.02 -1.64
C 1.54 2.79 -1.21
N 2.41 1.68 -0.97
C 3.39 2.02 0.03
C 4.34 3.10 -0.55
N 3.76 3.55 -1.85
C 3.77 2.44 -2.84
C 3.04 1.24 -2.18
H 2.37 4.79 -0.87
H 2.00 4.46 -2.57
H 0.82 2.51 -1.98
H 1.00 3.00 -0.29
H 3.93 1.12 0.31
H 2.86 2.37 0.92
H 5.33 2.69 -0.75
H 4.43 3.96 0.11
H 4.32 4.32 -2.21
H 4.81 2.20 -3.09
H 3.25 2.78 -3.74
H 3.74 0.43 -1.94
H 2.28 0.83 -2.85
O 0.56 -3.65 2.66
C 1.84 -3.86 2.25
C 2.23 -5.17 1.99
C 3.53 -5.45 1.60
C 4.45 -4.42 1.47
C 4.07 -3.12 1.73
C 2.77 -2.82 2.13
C 2.41 -1.38 2.37
O 3.25 -0.54 2.63
O 1.12 -1.13 2.34
H 0.43 -2.68 2.77
H 1.49 -5.95 2.08
H 3.81 -6.47 1.39
H 5.46 -4.63 1.15
H 4.77 -2.30 1.64